# 1
Below is a molecular structure, C28H24NO3PSr in a non-equilibrium geometry, with properties calculated with the ωB97M-V functional and the def2-TZVPD basis.

The geometry in XYZ format:
```
58
Properties=species:S:1:pos:R:3:forces:R:3:mulliken_charge:R:1
Sr -0.3179 -1.2632 3.2555 -0.2 -1.5 0.3 1.657
O 0.8660 0.7070 2.8133 0.1 0.5 -0.3 -0.752
C -0.2825 1.1439 2.4875 0.3 0.1 0.1 -0.154
O -1.2887 0.8692 3.2035 -0.1 0.7 -0.3 -0.879
C -0.4811 1.7844 1.1449 -0.1 0.0 0.1 0.836
C -1.5422 2.6794 1.0457 -0.1 0.0 0.0 -0.363
C -1.8657 3.2805 -0.1586 0.0 0.0 0.0 -0.768
C -1.1340 2.9592 -1.2896 0.0 -0.1 0.0 -0.878
C -0.0806 2.0604 -1.1988 0.0 0.1 0.0 -0.335
C 0.2748 1.4519 0.0063 0.2 0.1 -0.1 0.594
P 1.7296 0.2936 0.0217 0.0 0.1 0.3 0.346
C 1.0648 -1.2162 -0.7792 -0.1 -0.1 -0.1 0.761
C 1.5812 -2.4303 -0.3274 0.0 0.0 0.0 -0.587
C 1.1921 -3.6397 -0.8946 0.0 0.1 0.0 -0.657
C 0.2728 -3.6454 -1.9309 0.0 0.0 0.0 -0.463
C -0.2545 -2.4436 -2.3918 0.0 -0.1 0.0 -0.809
C 0.1329 -1.2439 -1.8181 0.0 0.1 0.0 -0.068
C 2.7486 1.0117 -1.3213 -0.1 0.0 -0.2 -0.105
C 3.0800 0.3177 -2.4810 0.0 0.0 -0.1 -0.066
C 3.9175 0.8869 -3.4361 0.0 0.0 0.1 -0.709
C 4.4301 2.1587 -3.2438 0.0 0.0 0.0 -0.452
C 4.1115 2.8574 -2.0838 0.0 0.0 0.0 -0.637
C 3.2882 2.2861 -1.1294 0.0 0.0 0.0 -0.363
H -2.1211 2.8845 1.9365 0.0 0.0 0.0 0.430
H -2.6956 3.9715 -0.2259 0.0 0.0 0.0 0.441
H -1.3876 3.3981 -2.2462 0.0 0.0 0.0 0.404
H 0.5001 1.8436 -2.0873 0.0 0.0 0.0 0.464
H 2.3214 -2.4212 0.4671 0.0 0.0 0.0 0.381
H 1.6099 -4.5689 -0.5285 0.0 0.0 0.0 0.419
H -0.0364 -4.5806 -2.3799 0.0 0.0 0.0 0.380
H -0.9814 -2.4445 -3.1946 0.0 0.0 0.0 0.397
H -0.3051 -0.3210 -2.1767 0.0 0.0 0.0 0.415
H 2.6832 -0.6749 -2.6515 0.0 0.0 0.0 0.333
H 4.1596 0.3310 -4.3331 0.0 0.0 0.0 0.395
H 5.0753 2.6050 -3.9897 0.0 0.0 0.0 0.377
H 4.5114 3.8507 -1.9226 0.0 0.0 0.0 0.387
H 3.0536 2.8441 -0.2293 0.0 0.0 0.0 0.367
C -2.4575 -2.3230 2.0886 0.0 -0.1 0.1 -2.494
C -3.0513 -1.3013 1.2528 -0.1 0.0 -0.1 1.527
C -2.7830 -1.2428 -0.1316 0.1 0.0 0.0 -0.112
C -3.3061 -0.2614 -0.9435 0.1 0.0 0.0 -0.322
C -4.1483 0.7176 -0.4150 -0.1 0.2 -0.2 0.253
C -4.4484 0.6770 0.9497 0.0 0.1 0.0 -0.810
C -3.9099 -0.2974 1.7574 0.1 -0.1 0.0 -0.611
C -4.6488 1.7704 -1.2544 0.1 -0.2 0.1 0.042
N -5.0100 2.6281 -1.9342 0.0 0.0 0.0 -0.624
H -2.1913 -3.2239 1.5311 0.0 0.0 0.0 0.407
H -3.0895 -2.5838 2.9444 0.0 0.0 0.0 0.415
H -2.1347 -1.9971 -0.5586 0.0 0.0 0.0 0.310
H -3.0685 -0.2445 -2.0011 0.0 0.0 0.0 0.492
H -5.0961 1.4355 1.3727 0.0 0.0 0.0 0.441
H -4.1296 -0.2843 2.8189 0.0 0.0 0.0 0.318
C 2.8651 -1.7530 4.1684 -0.1 0.0 0.0 -0.462
O 1.6339 -2.2763 4.7249 0.0 0.2 0.0 -0.575
H 3.7244 -2.2070 4.6577 0.0 0.0 0.0 0.332
H 2.9005 -0.6674 4.2489 0.0 0.0 0.0 0.313
H 2.8765 -2.0276 3.1154 0.0 0.0 0.0 0.122
H 1.6428 -2.1211 5.6753 0.1 -0.1 0.0 0.298
```
Positions in Å, forces in eV/Å.

The LUMO energy is -0.6 eV. The HOMO energy comes out at -6.49 eV. The total charge is 0. The value obtained for the HOMO-LUMO gap is 5.857 eV.

=====

# 2
Below is a single C6H10O molecule, with properties calculated with the ωB97M-V functional and the def2-TZVPD basis.

The geometry in XYZ format:
```
17
Properties=species:S:1:pos:R:3:forces:R:3:mulliken_charge:R:1
C -1.3731 0.1808 -1.1375 0.0 0.0 -0.1 -1.473
C -0.9369 0.0588 0.3186 -0.2 0.0 0.0 0.148
C -0.3438 -1.3041 0.7243 -0.1 -0.2 0.0 -0.793
C 1.0608 -0.6921 0.7059 0.0 -0.2 0.3 -0.082
O 1.6472 -0.4485 -0.5862 0.0 -0.1 -0.1 -0.439
C 1.3980 0.9634 -0.4621 -0.1 0.3 -0.2 -0.561
C 0.4373 0.7262 0.6998 0.0 0.2 0.0 -0.247
H -1.8516 1.1471 -1.3306 0.1 -0.1 0.0 0.313
H -2.0908 -0.6076 -1.3904 0.0 0.1 0.1 0.386
H -0.5333 0.0724 -1.8292 -0.1 -0.1 0.1 0.352
H -1.7870 0.3006 0.9634 0.2 0.4 0.0 0.451
H -0.5630 -1.5053 1.7822 -0.1 0.0 -0.2 0.265
H -0.6734 -2.1624 0.1287 0.5 0.0 0.0 0.338
H 1.8225 -1.0291 1.4178 -0.2 0.0 0.0 0.409
H 1.0219 1.3976 -1.3936 0.0 0.0 0.1 0.250
H 2.3134 1.4966 -0.1658 -0.2 -0.1 0.0 0.271
H 0.4517 1.4056 1.5547 0.0 -0.1 -0.2 0.413
```
Positions in Å, forces in eV/Å.

The LUMO energy is 1.1 eV. The HOMO energy comes out at -9.49 eV. The total charge is 0. The value obtained for the HOMO-LUMO gap is 10.596 eV. As for the SMILES: C[C@H]1C[C@H]2OC[C@@H]12.

=====

# 3
Below is 2 unconnected molecules or ions with the total composition CHCl3OS in a non-equilibrium geometry, with properties calculated with the ωB97M-V functional and the def2-TZVPD basis.

The geometry in XYZ format:
```
7
Properties=species:S:1:pos:R:3:forces:R:3:mulliken_charge:R:1
C 1.3880 -0.0748 -0.1568 -0.4 -3.3 1.3 -0.117
O -1.8411 0.9891 -0.6570 -0.3 1.4 -1.6 -0.318
S -2.0121 0.4352 0.6519 0.0 -1.3 1.3 0.462
Cl 2.2960 0.5053 1.1103 0.8 0.8 0.8 -0.121
Cl 0.8309 0.9064 -1.3427 0.0 0.4 -1.0 -0.064
Cl -1.7670 -1.5893 0.3352 -0.2 -0.2 0.4 -0.162
H 1.1053 -1.1719 0.0591 0.1 2.1 -1.2 0.319
```
Positions in Å, forces in eV/Å.

The LUMO energy (alpha / beta) is -0.2 / -1.6 eV. The HOMO energy (alpha / beta) comes out at -9.37 / -7.90 eV. The total charge is 0. The value obtained for the HOMO-LUMO gap (alpha / beta) is 9.208 / 6.316 eV.

=====

# 4
Below is a gas-phase ion, C11H21N2O (charge +1) in a non-equilibrium geometry, with properties calculated with the ωB97M-V functional and the def2-TZVPD basis.

The geometry in XYZ format:
```
35
Properties=species:S:1:pos:R:3:forces:R:3:mulliken_charge:R:1
C 3.8737 0.1651 0.1360 -0.2 -1.2 0.0 -1.559
C 2.3322 -0.0292 0.3965 1.5 1.6 -2.3 0.516
C 1.7869 -1.3846 0.0204 0.2 0.6 1.0 -1.096
C 0.3238 -1.3825 0.2726 -3.2 -2.1 2.4 -0.561
C -0.5696 -0.4734 -0.6002 2.7 2.3 0.9 -0.864
C -2.0427 -0.3605 -0.1614 0.0 0.4 0.1 1.739
C -2.7308 -1.6814 0.0460 0.1 0.2 -0.7 -1.658
C -2.7864 0.4884 -1.1251 -1.1 -0.5 -2.3 -1.629
N -2.1783 0.3673 1.1612 3.1 1.1 0.4 -0.176
C -1.1845 1.1053 1.6832 0.5 -0.9 -1.7 -0.498
N -0.0059 1.3680 1.0831 -2.7 0.1 -0.7 -0.075
C 0.1500 1.0421 -0.3405 0.6 -2.2 -1.4 0.891
O -0.3513 1.9313 -1.3016 3.0 2.5 0.2 -0.507
C 1.6682 1.0150 -0.5456 -0.6 0.8 0.9 -2.017
H 4.1845 0.0130 -0.9395 -0.8 -0.1 1.0 0.319
H 4.4692 -0.5494 0.7215 -0.1 0.2 -0.1 0.380
H 4.2083 1.1641 0.3646 0.0 0.4 0.4 0.421
H 1.9370 0.1868 1.3919 1.0 0.0 0.3 0.416
H 2.3542 -2.1817 0.5254 -0.5 0.1 -0.2 0.461
H 1.7798 -1.5198 -1.0196 1.1 -0.4 -1.8 0.339
H -0.0604 -2.4332 0.1951 0.3 0.7 -0.3 0.352
H 0.0412 -1.1904 1.3728 0.7 0.0 -1.3 0.191
H -0.4043 -0.7152 -1.6987 -0.7 0.5 1.3 0.489
H -3.1297 -1.6760 1.0069 -0.7 -0.6 1.7 0.365
H -2.1055 -2.5109 -0.1077 1.0 -1.1 0.2 0.375
H -3.5411 -1.8451 -0.6158 -0.9 0.2 -0.8 0.423
H -2.7701 -0.0558 -2.1089 -0.4 0.4 0.8 0.403
H -2.2514 1.3776 -1.3339 0.1 1.0 0.0 0.331
H -3.8321 0.7364 -0.8592 0.5 -0.4 0.0 0.408
H -3.0366 0.2056 1.6748 0.3 0.2 0.1 0.320
H -1.2010 1.4950 2.6520 -0.9 0.4 1.5 0.489
H 0.7642 1.8644 1.5531 -1.0 -0.3 -0.1 0.397
H 0.5081 2.5313 -1.5194 -3.3 -1.6 0.4 0.503
H 2.0272 2.1309 -0.3749 -0.4 -2.1 -0.1 0.549
H 1.7732 0.8013 -1.6050 0.6 -0.2 -0.1 0.564
```
Positions in Å, forces in eV/Å.

The LUMO energy is -3.1 eV. The HOMO energy comes out at -14.03 eV. The total charge is +1. The value obtained for the HOMO-LUMO gap is 10.905 eV. As for the SMILES: C[C@@H]1CC[C@H]2C(C)(C)NC=[NH+][C@@]2(O)C1.

=====

ΔE to the lowest compared entry with this formula, charge and spin list, top to bottom, in kJ/mol: 43.0; 158.1; 197.1; 100.5